Arrangement w

Molecular formula: C2H5NO
Method: DFT, ωB97M-V with the def2-TZVPD basis set

- LUMO energy: -2.55 eV
- Net charge: 0
- Frontier orbital gap: 6.42 eV
- E_HOMO: -0.330 Ha
- Multiplicity: 1

XYZ file:
```
9
Properties=species:S:1:pos:R:3:lowdin_charge:R:1
O 0.136 -1.122 1.495 0.1071
C -0.115 -0.157 0.787 -0.3653
C -0.446 1.117 1.190 0.0746
N 0.163 -0.738 -1.660 0.0207
H 0.129 -0.259 -0.345 0.0322
H -0.094 1.368 2.191 0.0790
H -0.762 1.821 0.433 0.0572
H 0.351 -1.731 -1.661 0.0007
H 0.637 -0.300 -2.432 -0.0061
```

***

Arrangement x

Molecular formula: C2H5NO
Method: DFT, ωB97M-V with the def2-TZVPD basis set

- LUMO energy: -1.19 eV
- Net charge: 0
- Frontier orbital gap: 8.89 eV
- E_HOMO: -0.370 Ha
- Multiplicity: 1

XYZ file:
```
9
Properties=species:S:1:pos:R:3:lowdin_charge:R:1
C -0.378 -0.206 -1.345 -0.0768
C 0.069 -0.094 0.110 -0.7477
H -0.083 0.768 -1.963 0.1014
H -1.518 -0.404 -1.366 0.1010
H 0.230 -1.101 -1.760 0.0993
H -1.017 2.031 0.333 0.2617
H -0.157 1.348 1.771 0.1934
N 0.404 1.148 0.568 0.0416
O 0.197 -1.109 0.802 0.0262
```

***

Which of them is the most stable, and which is the least stable? arrangement x and arrangement w, in that order.

***

Arrangement w

Molecular formula: C2H5NO
Method: DFT, ωB97M-V with the def2-TZVPD basis set

- LUMO energy: 0.90 eV
- Net charge: 0
- Frontier orbital gap: 10.77 eV
- E_HOMO: -0.363 Ha
- Multiplicity: 1

XYZ file:
```
9
Properties=species:S:1:pos:R:3:lowdin_charge:R:1
C 0.204 0.895 -0.636 -0.0827
N 0.184 -0.488 -0.217 -0.0408
C -0.392 -0.889 0.946 -0.3816
O -1.029 -0.176 1.694 0.0079
H -0.129 1.499 0.208 0.0818
H 1.222 1.190 -0.908 0.0820
H -0.464 1.080 -1.483 0.0828
H 0.657 -1.177 -0.777 0.1235
H -0.203 -1.958 1.156 0.1271
```

***

Arrangement x

Molecular formula: C2H5NO
Method: DFT, ωB97M-V with the def2-TZVPD basis set

- LUMO energy (alpha / beta): 0.20 / -0.07 eV
- Net charge: 0
- Frontier orbital gap (alpha / beta): 9.79 / 8.55 eV
- E_HOMO (alpha / beta): -0.353 / -0.317 Ha
- Multiplicity: 1

XYZ file:
```
9
Properties=species:S:1:pos:R:3:lowdin_charge:R:1
C 0.420 0.047 -0.318 -0.4793
C -0.912 0.356 0.261 -0.0711
N 1.426 -0.803 0.127 0.0763
O 1.598 0.630 -0.083 0.0057
H -0.162 -0.525 -2.340 0.1243
H -0.933 0.122 1.331 0.0842
H -1.672 -0.240 -0.235 0.0648
H -1.145 1.409 0.120 0.0824
H 1.380 -0.997 1.137 0.1126
```

***

Which of them is the most stable, and which is the least stable? arrangement w and arrangement x, in that order.

***

Arrangement w

Molecular formula: C2H5NO
Method: DFT, ωB97M-V with the def2-TZVPD basis set

- LUMO energy: 0.75 eV
- Net charge: 0
- Frontier orbital gap: 11.17 eV
- E_HOMO: -0.383 Ha
- Multiplicity: 1

XYZ file:
```
9
Properties=species:S:1:pos:R:3:lowdin_charge:R:1
C 1.454 0.076 -0.377 -0.1000
N 0.081 0.024 0.078 0.0350
C -0.906 -0.158 -0.598 -0.3857
O -1.915 -0.328 -1.172 0.1365
H 1.728 -0.863 -0.867 0.0831
H 2.107 0.234 0.481 0.0728
H 1.589 0.900 -1.083 0.0830
H -2.402 0.192 1.671 0.0430
H -1.738 -0.076 1.867 0.0322
```

***

Arrangement x

Molecular formula: C2H5NO
Method: DFT, ωB97M-V with the def2-TZVPD basis set

- LUMO energy: 0.90 eV
- Net charge: 0
- Frontier orbital gap: 10.71 eV
- E_HOMO: -0.361 Ha
- Multiplicity: 1

XYZ file:
```
9
Properties=species:S:1:pos:R:3:lowdin_charge:R:1
C 0.918 -0.312 0.560 -0.0023
C -0.015 0.556 -0.266 -0.6084
N -1.237 0.009 -0.545 0.1428
O 0.310 1.613 -0.755 0.0377
H 0.410 -1.266 0.748 0.0678
H 1.711 -0.568 -0.121 0.0821
H 1.155 0.155 1.496 0.0803
H -1.840 0.709 -0.959 0.1140
H -1.412 -0.896 -0.157 0.0860
```

***

Arrangement y

Molecular formula: C2H5NO
Method: DFT, ωB97M-V with the def2-TZVPD basis set

- LUMO energy (alpha / beta): 0.38 / 0.13 eV
- Net charge: 0
- Frontier orbital gap (alpha / beta): 9.43 / 8.44 eV
- E_HOMO (alpha / beta): -0.333 / -0.305 Ha
- Multiplicity: 1

XYZ file:
```
9
Properties=species:S:1:pos:R:3:lowdin_charge:R:1
C 0.442 0.031 0.015 -0.5092
C -0.943 -0.365 -0.202 -0.0688
N 1.222 0.951 0.620 0.0772
O 0.987 0.922 -0.806 0.0211
H 1.288 -1.898 0.295 0.1100
H -1.476 0.347 -0.748 0.0622
H -1.471 -0.561 0.638 0.0423
H -0.903 -1.185 -1.009 0.1194
H 0.852 1.757 1.197 0.1457
```

***

Which of them is the most stable, and which is the least stable? arrangement x and arrangement y, in that order.

***

Arrangement w

Molecular formula: C5H10S
Method: DFT, ωB97M-V with the def2-TZVPD basis set

- LUMO energy: 0.92 eV
- Net charge: 0
- Frontier orbital gap: 9.71 eV
- E_HOMO: -0.323 Ha
- Multiplicity: 1

XYZ file:
```
16
Properties=species:S:1:pos:R:3:lowdin_charge:R:1
C 1.858 -0.575 -0.393 -0.1362
C 0.671 0.116 -0.980 -0.6100
S -0.684 -0.792 -1.836 0.8420
C -0.626 0.074 -0.201 -0.7065
C -1.224 1.449 0.118 -0.0951
C -0.842 -1.025 0.994 -0.0519
H 2.233 -0.009 0.486 0.0941
H 1.662 -1.621 -0.183 0.0624
H 2.685 -0.478 -1.131 0.0814
H 0.993 1.206 -1.259 0.1445
H -1.950 1.406 0.964 0.0784
H -0.534 2.187 0.593 0.0840
H -1.615 2.006 -0.731 0.0716
H -0.917 -0.641 1.986 0.0650
H -0.047 -1.741 0.912 0.0439
H -1.663 -1.561 0.661 0.0325
```

***

Arrangement x

Molecular formula: C5H10S
Method: DFT, ωB97M-V with the def2-TZVPD basis set

- LUMO energy: 0.50 eV
- Net charge: 0
- Frontier orbital gap: 9.41 eV
- E_HOMO: -0.327 Ha
- Multiplicity: 1

XYZ file:
```
16
Properties=species:S:1:pos:R:3:lowdin_charge:R:1
C 2.169 -0.586 -0.136 -0.1601
C 0.945 0.258 -0.046 -0.3904
C -0.144 -0.530 0.677 -0.5756
C -1.461 -0.170 0.475 -0.7815
C -1.850 0.936 -0.370 -0.1554
H 3.178 0.067 -0.337 0.1114
H 2.156 -1.304 0.889 0.1238
H 1.978 -1.295 -1.120 0.1173
H 1.137 1.429 0.234 0.1558
H 0.531 0.446 -1.062 0.0580
H 0.262 -0.986 1.542 0.0788
H -2.178 -0.092 1.329 0.1071
H -2.507 0.281 -1.593 0.1913
H -2.606 1.758 0.566 0.1693
H -0.499 1.676 -0.821 0.1818
S -1.110 -1.887 -0.227 0.7682
```

***

Arrangement y

Molecular formula: C5H10S
Method: DFT, ωB97M-V with the def2-TZVPD basis set

- LUMO energy: 0.85 eV
- Net charge: 0
- Frontier orbital gap: 9.86 eV
- E_HOMO: -0.331 Ha
- Multiplicity: 1

XYZ file:
```
16
Properties=species:S:1:pos:R:3:lowdin_charge:R:1
C -1.438 0.502 -1.480 0.0365
C -0.153 0.154 -1.215 -0.1939
C 0.431 -0.032 0.152 -0.9072
C -0.459 0.438 1.296 -0.1318
C 0.781 -1.480 0.317 -0.1397
S 2.033 0.860 0.284 0.7658
H -1.796 0.624 -2.499 0.0517
H -2.128 0.848 -0.690 0.0600
H 0.533 -0.082 -1.947 0.0724
H -0.897 1.392 1.055 0.0696
H 0.057 0.478 2.289 0.0931
H -1.237 -0.269 1.478 0.0687
H 1.262 -1.706 1.256 0.0740
H -0.194 -2.052 0.169 0.1217
H 1.556 -1.789 -0.385 0.0748
H 1.650 2.112 -0.083 -0.1155
```

***

Arrangement z

Molecular formula: C5H10S
Method: DFT, ωB97M-V with the def2-TZVPD basis set

- LUMO energy: 0.77 eV
- Net charge: 0
- Frontier orbital gap: 9.59 eV
- E_HOMO: -0.324 Ha
- Multiplicity: 1

XYZ file:
```
16
Properties=species:S:1:pos:R:3:lowdin_charge:R:1
C -1.946 -0.366 -0.628 -0.1087
C -0.760 0.248 0.196 -0.4066
C 0.299 -0.733 0.429 -0.3111
C 1.380 0.255 0.362 -0.8103
S 2.834 -0.155 -0.507 0.6974
C 0.337 1.300 -0.239 -0.1435
H -1.442 -0.779 -1.532 0.0557
H -2.855 -1.279 -0.480 0.1511
H -2.688 0.405 -0.951 0.0503
H -1.251 0.581 1.212 0.1576
H 0.257 -1.075 1.502 0.1151
H 0.296 -1.920 -0.040 0.1950
H 1.762 0.905 1.317 0.1401
H 3.046 -1.324 0.325 -0.0609
H 0.626 2.354 0.379 0.1541
H 0.106 1.582 -1.344 0.1247
```

***

Which of them is the most stable, and which is the least stable? arrangement y and arrangement x, in that order.